The following is a DFT calculation (wB97M-V/def2-TZVPD) of a molecular structure, C27H35MnN4OSi2.

The calculation puts the HOMO energy (alpha / beta) at -3.65 / -4.28 eV.

Geometry as ORCA input:
```
! wB97M-V def2-TZVPD RIJCOSX def2/J DEFGRID3
* xyz -1 6
N 2.716 -7.422 -0.024
C -3.768 3.415 -0.121
H 3.625 0.329 1.590
H 0.877 -5.184 -1.993
Si -0.037 3.059 -0.666
C 0.084 2.773 -2.529
H -0.598 -3.245 -1.842
H 3.486 -0.368 4.206
C -0.197 -3.679 -0.933
C 2.035 -6.494 0.044
H 2.185 2.085 0.005
H -0.874 2.474 -2.964
H -4.471 0.966 -1.764
H -1.503 5.088 -1.023
H -0.914 2.100 1.265
H -1.266 0.176 3.214
C 1.541 -0.062 5.073
H -1.147 -0.506 -2.871
H -3.179 -0.218 -1.547
C 0.029 -3.695 1.458
H 1.726 3.442 1.037
H -4.850 3.254 -0.071
N 2.144 -0.473 0.313
Mn 0.035 -0.139 0.223
N 0.634 -0.114 2.490
C -0.551 -3.094 0.311
H -4.799 0.844 1.265
C -0.584 4.865 -0.475
C 1.727 3.077 0.004
H -0.197 -3.273 2.432
H -0.198 -0.809 -5.159
C 2.863 -0.621 -0.782
C -0.225 0.061 3.496
C -3.715 0.870 1.412
Si -2.871 1.748 -0.026
H -3.526 1.411 2.345
C -0.080 -0.605 -3.030
C -3.395 0.852 -1.603
C 0.636 -4.768 -1.022
C 0.456 -0.769 -4.299
H -1.843 -1.762 1.366
C 2.863 -0.463 1.551
H -3.554 3.950 -1.050
H -3.367 -0.157 1.532
C 0.864 -4.784 1.372
H 0.814 1.998 -2.777
C 1.181 -5.346 0.131
H 1.281 -5.215 2.274
H -3.483 4.071 0.706
C 2.633 -0.816 -3.290
H -2.884 1.258 -2.481
H 1.905 -0.042 6.094
C -1.369 -1.928 0.400
N 0.686 -0.552 -1.945
O 4.089 -0.732 -0.913
H 3.709 -0.895 -3.316
H -0.541 0.237 5.607
C -1.069 1.828 0.200
C 2.012 -0.658 -2.059
H 2.287 -0.993 -5.397
H 3.412 -1.400 1.715
H 0.200 5.531 -0.850
H 0.399 3.697 -3.023
C 1.834 -0.871 -4.420
C 2.425 -0.242 4.031
H -2.055 -1.752 -0.428
H 2.367 3.743 -0.582
C 0.182 0.094 4.816
C 1.932 -0.265 2.722
H -0.763 5.112 0.576
*
```

=====

The following is a DFT calculation (wB97M-V/def2-TZVPD) of a molecular structure, C40H43P2SiY at a distorted geometry.

The calculation puts the HOMO energy at -13.15 eV.

Geometry as ORCA input:
```
! wB97M-V def2-TZVPD RIJCOSX def2/J DEFGRID3
* xyz 2 1
H -1.692 0.244 -3.266
H 1.240 2.337 -5.570
C -0.891 2.029 -2.348
H 2.921 -5.124 -3.503
H -1.252 -4.883 -2.276
C -3.385 5.195 0.338
P 1.748 -1.589 -0.299
C 4.470 -1.782 2.793
H 0.762 1.019 5.352
C 0.153 -3.697 -1.185
C -4.900 -0.098 -2.357
C -2.453 5.803 1.191
C 0.025 3.089 -2.465
H 2.504 -4.454 3.631
C 2.837 0.963 -0.523
C -3.625 -0.058 0.128
C 0.677 2.232 -4.646
C 2.123 -4.686 -2.882
Si -0.709 -0.359 3.866
H 2.833 -1.422 -2.984
C 1.450 -3.155 -1.160
H -5.451 -0.056 -3.291
H -0.302 -2.832 3.876
H 4.445 2.578 -3.049
H -4.324 5.713 0.109
C -3.234 0.852 -0.891
C -3.914 0.864 -2.108
H 1.039 -1.988 4.670
H -0.066 3.363 1.187
C 3.491 1.985 -1.201
C 3.689 0.565 -3.162
H 0.111 1.221 2.179
C -0.993 3.875 0.934
C -0.328 0.914 5.210
C 3.972 -2.848 3.547
H -4.752 -1.854 0.578
H 3.678 2.932 -0.694
H -0.539 5.592 2.173
C -0.212 1.156 -4.508
H 2.510 1.107 0.510
C 2.466 -3.656 -1.995
H -0.344 0.427 -5.313
H 0.055 3.874 -1.703
C 0.057 0.108 2.243
P -1.599 1.644 -0.711
C 2.275 -3.241 1.861
H -2.665 6.784 1.628
H -3.695 1.641 -2.851
C 0.787 3.188 -3.630
C -0.202 -4.609 -2.169
C -3.130 3.930 -0.204
H 3.477 -3.241 -1.964
H -3.888 3.460 -0.830
H 1.435 4.057 -3.748
C -1.260 5.129 1.491
C -1.917 3.250 0.055
C -5.185 -1.090 -1.409
C 3.021 -0.463 -2.501
Y -0.972 -1.005 0.470
H 0.534 -5.891 -3.726
C 3.873 -1.427 1.579
H -0.750 0.657 6.179
C 0.803 -5.127 -2.994
H 5.340 -1.216 3.143
H -0.490 -2.209 5.525
C -0.052 -1.989 4.545
H 4.427 -3.110 4.498
H -0.572 -1.208 -1.117
C 2.628 -0.280 -1.162
H -3.016 0.384 3.296
C 2.733 -2.121 1.138
H -0.684 -3.316 -0.562
H -2.945 -1.399 3.228
H -2.968 -0.560 4.799
C -2.587 -0.499 3.776
C 2.886 -3.590 3.065
H 1.095 -0.215 2.380
H -5.938 -1.848 -1.631
C 3.923 1.775 -2.518
H -0.716 1.909 4.937
H -0.882 0.354 -0.893
C -4.536 -1.081 -0.165
H 4.028 0.397 -4.184
H 4.300 -0.628 0.967
C -0.998 1.063 -3.372
H -3.258 0.088 1.162
H 1.453 -3.846 1.477
*
```

=====

The following is a DFT calculation (wB97M-V/def2-TZVPD) of a molecular structure, C23H35BIrN12STe.

The calculation puts the HOMO energy (alpha / beta) at -10.40 / -11.11 eV.

Geometry as ORCA input:
```
! wB97M-V def2-TZVPD RIJCOSX def2/J DEFGRID3
* xyz 1 5
H 3.003 3.078 3.209
H 4.166 3.310 1.901
C -1.450 0.749 1.858
C -1.075 0.067 3.022
H 3.732 -4.452 2.935
H -1.737 -2.327 -4.160
H -3.936 -1.072 -1.383
C -4.240 -0.023 -1.469
C 2.218 4.067 1.497
N 1.689 5.221 1.283
H 0.148 5.744 0.016
H -3.069 0.961 0.011
S -0.519 3.114 -1.102
C -1.436 -2.986 -2.157
H 0.244 -1.711 3.175
C 2.212 -3.664 1.558
H 1.530 1.121 -4.164
N 2.554 -1.520 2.047
C -4.782 0.232 -2.871
H -5.098 1.273 -2.971
H 2.905 2.012 -3.521
H -2.139 2.577 0.953
H 3.590 -1.525 -0.197
C 3.300 0.036 -1.748
H 1.263 2.408 -2.986
H -5.043 -0.077 0.557
Ir -1.056 0.297 -1.369
H -4.035 0.036 -3.644
C 0.608 3.705 -0.005
C 4.350 -1.622 3.725
C -0.176 -3.975 -0.642
H 4.899 -2.391 4.262
N 1.823 -2.391 1.296
H -1.342 -5.202 -2.057
H -3.104 -1.995 -3.093
C -5.369 0.190 -0.449
H 4.279 0.242 -2.144
H -2.166 2.536 2.728
H 3.660 4.692 2.892
N 1.092 0.078 -1.445
H 3.829 -0.996 4.450
C -0.250 -0.949 2.599
H 1.796 -4.524 1.067
C -1.037 -4.241 -1.682
N -0.130 -0.869 1.266
Te -1.394 0.735 -3.879
H -1.389 0.289 4.027
H 5.065 -0.994 3.193
N 1.587 3.098 0.726
C -3.074 0.897 -1.073
B 0.811 -1.726 0.378
H -5.641 -0.407 -3.078
N -0.857 -2.034 -1.424
H -3.387 1.671 1.810
N 0.715 4.990 0.361
H -6.233 -0.426 -0.702
C 3.383 -2.247 2.774
H -2.792 -3.644 -3.650
H -5.683 1.236 -0.447
H 1.898 1.331 1.589
C 2.090 0.599 -2.171
H 2.770 1.589 0.200
H -3.239 1.904 -1.464
C -2.333 1.954 1.822
N -0.862 0.170 0.806
N 1.881 1.748 0.664
C 3.204 -3.620 2.501
C -2.323 -2.719 -3.325
C 3.328 3.768 2.428
C 2.959 -0.864 -0.765
H 0.331 -4.667 0.002
C 1.932 1.596 -3.265
N -0.076 -2.643 -0.496
N 1.630 -0.819 -0.590
*
```

=====

Here are the calculated energy relative to the best compared isomer or geometry (same formula, charge and spin) numbers, same order: 0.0; 31.8; 0.9 (kcal/mol).
Here are the calculated electronic energy numbers, same order: -83655.9588; -69658.2391; -63939.4212 (eV).